The following is a quantum chemistry calculation of a molecular structure, C16H19BFeO9 in a non-equilibrium geometry, from the Open Molecules 2025 dataset.

Last column: Mulliken spin population.
CARTESIAN COORDINATES (ANGSTROEM)
O -0.8728 4.6725 7.7300  0.0169
C -0.3324 3.7089 7.3759  0.1108
Fe 0.4030 2.0282 7.2681  2.6293
C -0.9809 1.1575 7.9879  0.0839
O -1.7874 0.6938 8.6852  0.0652
C 1.0419 2.2265 8.8982  0.0246
O 1.1977 2.2977 10.0494  0.0073
C 2.8773 3.0189 6.3029  0.0584
C 3.6549 2.0355 7.1807  0.0574
C 3.1823 0.6076 7.0239  0.0281
C 1.6819 0.4963 7.2452  0.3127
C 0.8477 0.4912 6.0618  -0.0626
C 0.9867 1.5526 5.1798  0.2840
C 1.4876 2.7741 5.7351  0.4522
H 2.8043 3.9828 6.8750  0.0025
H 4.7130 2.0488 6.9145  0.0056
H 3.6821 2.3587 8.2345  -0.0041
H 3.4593 0.2766 6.0041  -0.0028
H 3.7437 0.0252 7.7746  -0.0047
H 1.4763 -0.2491 8.0181  -0.0074
H 0.1088 -0.2786 5.8538  0.0350
H 0.5810 1.5612 4.1530  -0.0018
H 1.2400 3.6254 5.0712  -0.0625
C 2.2007 7.7897 4.5140  -0.0001
C 2.9007 6.5953 5.0796  0.0018
O 3.7577 6.0811 4.1159  0.0023
B 4.9114 5.4065 4.4206  -0.0063
H 3.4751 3.1050 5.4058  -0.0369
O 5.3298 4.3497 3.6520  -0.0037
C 4.4898 3.5383 2.8926  0.0122
C 5.2297 2.9464 1.7309  0.0019
O 3.3184 3.3466 3.1621  -0.0058
O 5.6332 5.7501 5.5285  0.0032
C 6.4199 4.8701 6.2614  0.0008
C 7.6380 5.5928 6.7668  0.0000
O 6.1560 3.7214 6.4567  0.0020
O 2.7470 6.1262 6.1770  0.0014
H 2.2036 7.6912 3.4206  0.0000
H 1.1775 7.8516 4.9089  0.0000
H 2.7457 8.7010 4.8225  0.0000
H 6.2958 3.1765 1.8546  0.0001
H 5.0760 1.8545 1.6836  -0.0006
H 4.8506 3.3666 0.7795  0.0002
H 7.4158 6.6638 6.7585  0.0000
H 7.9010 5.2528 7.7776  0.0000
H 8.4898 5.3688 6.0994  0.0000

Atomic forces in eV per Å
O 1.3 -1.7 -0.5
C -2.7 4.6 0.7
Fe 1.0 1.1 0.0
C -5.1 -2.4 1.8
O 1.7 0.7 -0.7
C 0.6 1.2 5.6
O 0.2 -0.4 -2.4
C 0.2 0.9 1.3
C 0.3 0.0 0.2
C 0.2 0.6 0.5
C 1.0 -2.9 -0.4
C 0.7 -1.5 -1.5
C 0.4 -0.6 -1.2
C 0.8 1.1 -2.5
H 0.4 -0.7 -1.0
H -0.1 0.3 -0.2
H -0.5 -0.2 -0.2
H -0.2 -0.1 0.5
H -0.4 -0.2 -0.4
H -0.3 0.0 -0.3
H 0.1 -0.2 0.1
H -0.3 -0.1 0.8
H 0.2 -0.4 0.5
C -0.3 0.2 -0.1
C -0.1 0.0 0.5
O 0.1 0.1 0.4
B -0.9 -1.0 0.8
H 0.2 0.6 -0.2
O -0.4 -0.3 -0.7
C -1.6 0.0 0.3
C 0.3 -0.2 -0.2
O 2.1 0.5 -0.4
O 0.3 -0.3 0.1
C 0.5 0.1 0.0
C 0.1 0.1 0.2
O -0.1 0.7 -0.4
O 0.4 0.5 -1.2
H -0.1 0.3 0.4
H 0.4 0.0 -0.1
H -0.2 -0.4 -0.2
H -0.3 -0.2 -0.3
H 0.0 0.5 0.1
H 0.2 -0.1 0.6
H 0.4 -0.2 0.1
H -0.1 0.1 -0.4
H -0.4 0.2 0.2

Output
- 2S+1 = 5
- highest occupied orbital energy (spin up / spin down) (eV) = -4.945 / -8.647
- gap between HOMO and LUMO (spin up / spin down) (Eh) = 0.1896 / 0.2708
- electronic energy (eV) = -70388.8067
- maximum force (eV Å⁻¹) = 5.89

***

The following is a quantum chemistry calculation of 2 unconnected molecules or ions with the total composition C3H8N3OS in a non-equilibrium geometry, from the Open Molecules 2025 dataset.

Last column: natural (NBO) charge in e.
CARTESIAN COORDINATES (ANGSTROEM)
C -0.9726 -0.4438 -0.0842  0.5124
C 1.6861 -0.8435 1.7854  0.1781
C 0.2065 -0.1378 -0.7000  -0.2976
N -1.7069 -1.5765 -0.2091  -0.8185
N 2.6835 -0.3539 1.3032  -0.7399
N 0.8089 1.1805 -0.5047  -0.7215
O -1.5607 0.5090 0.6254  -0.6851
S 0.5029 -1.6387 2.2961  0.1330
H 0.7755 -0.8875 -1.2921  0.2430
H -1.3598 -2.4938 -0.4303  0.4322
H -2.6883 -1.4437 0.1001  0.4158
H 1.5023 1.0819 0.2564  0.4559
H 3.5846 -0.6153 1.6595  0.4408
H -0.0560 1.8089 -0.0661  0.4771
H 1.2046 1.6767 -1.3743  0.4621
H -1.8765 -0.0572 1.4522  0.5123

Atomic forces in eV per Å
C 1.7 0.0 -2.6
C 2.1 -0.1 -0.5
C -0.4 -1.7 -1.1
N -1.1 0.4 0.9
N -0.6 0.7 -0.2
N -2.5 2.2 1.1
O -1.5 -1.2 3.3
S -2.0 -1.0 1.3
H -0.6 1.0 0.5
H 0.1 0.2 -0.1
H 1.1 -0.7 -0.5
H 0.4 0.5 -0.5
H 0.6 0.1 0.0
H 2.8 -1.6 -1.4
H -0.8 -1.1 1.7
H 0.5 2.3 -1.8

Output
- net charge = +1
- 2S+1 = 1
- relative energy (zero: lowest compared OMol25 entry of this formula, charge and spin) (kcal/mol) = 21.2
- highest occupied orbital energy (eV) = -12.750
- gap between HOMO and LUMO (Eh) = 0.3469
- electronic energy (eV) = -20585.7021
- maximum force (eV Å⁻¹) = 3.83

***

The following is a quantum chemistry calculation of C4H8N4 in the gas phase in a non-equilibrium geometry, from the Open Molecules 2025 dataset.

Last column: natural (NBO) charge in e.
CARTESIAN COORDINATES (ANGSTROEM)
C 0.2656 1.7342 0.1388  0.1582
N -1.0265 1.2703 0.1969  -0.3560
N -1.6950 0.0569 -0.3155  -0.4794
C -1.1711 -1.3200 0.0109  -0.2561
C 0.1361 -0.7376 0.5522  -0.0888
C 1.4738 -1.4052 0.1141  -0.3003
N 0.7684 -0.2493 -0.5846  -0.2348
N 1.3677 0.9263 -0.1116  -0.5075
H 0.1606 2.7910 0.2249  0.2255
H -2.7627 0.1910 -0.2100  0.3779
H -1.8968 -1.9710 0.5924  0.1857
H -1.3516 -1.8602 -0.8659  0.2072
H -0.0636 -0.4743 1.4694  0.2282
H 1.2409 -2.4773 -0.5091  0.2211
H 2.3527 -1.1159 0.6745  0.2220
H 2.1917 1.2592 -0.5684  0.3972

Atomic forces in eV per Å
C -5.2 -2.5 -0.6
N 1.4 1.4 -0.9
N -1.7 1.3 0.6
C -2.0 1.9 1.5
C 0.5 -8.3 -4.5
C -3.5 -2.0 -1.8
N 3.1 -0.5 -0.4
N -0.8 1.8 0.8
H 1.2 0.6 0.4
H 2.8 0.0 0.2
H 1.0 1.3 1.0
H 1.6 -0.8 -2.1
H 0.0 2.7 4.5
H 1.5 3.2 2.0
H 0.1 -0.5 -0.2
H 0.1 0.3 -0.5

Output
- 2S+1 = 1
- relative energy (zero: lowest compared OMol25 entry of this formula, charge and spin) (kcal/mol) = 176.2
- highest occupied orbital energy (eV) = -7.400
- gap between HOMO and LUMO (Eh) = 0.3117
- electronic energy (eV) = -10230.6019
- structure (SMILES) = C1=NNC[C@H]2CN2N1
- maximum force (eV Å⁻¹) = 9.44

***

The following is a quantum chemistry calculation of 2 unconnected molecules or ions with the total composition C4H9O2 in a non-equilibrium geometry, from the Open Molecules 2025 dataset.

Last column: natural (NBO) charge in e.
CARTESIAN COORDINATES (ANGSTROEM)
C -0.7202 -1.7564 1.6622  -0.7449
C 0.5415 -2.3117 0.9178  0.7593
O 1.6652 -2.0150 1.3928  -0.7945
O 0.2999 -3.0239 -0.0927  -0.8026
H -1.3687 -2.6070 1.8595  0.1968
H -1.2346 -0.9964 1.0785  0.1930
H -0.3570 -1.3729 2.6186  0.1949
C 0.0699 1.0420 -0.9860  -0.6202
C 0.2763 2.4903 -1.4170  -0.6061
H -0.9727 0.9026 -0.6816  0.1962
H 0.3424 0.2958 -1.7265  0.2191
H 0.5695 0.7376 -0.0610  0.2308
H 1.2164 2.7160 -1.9181  0.1949
H 0.2285 3.1699 -0.5642  0.1938
H -0.5563 2.7291 -2.0824  0.1895

Atomic forces in eV per Å
C 1.0 -0.5 0.4
C 0.1 -0.2 -0.6
O -0.4 0.1 0.0
O 0.0 0.3 0.3
H -0.3 0.0 -0.1
H -0.1 0.0 0.0
H -0.3 0.3 -0.1
C -0.1 -0.3 1.0
C -0.3 -0.1 0.1
H -0.1 -0.1 -0.5
H -0.1 0.1 -0.2
H 0.5 0.3 -0.2
H 0.1 -0.3 -0.1
H -0.1 0.0 0.0
H 0.2 0.4 -0.1

Output
- net charge = -1
- 2S+1 = 1
- relative energy (zero: lowest compared OMol25 entry of this formula, charge and spin) (kcal/mol) = 6.2
- highest occupied orbital energy (eV) = -3.722
- gap between HOMO and LUMO (Eh) = 0.2711
- electronic energy (eV) = -8390.2240
- maximum force (eV Å⁻¹) = 1.20

***

The following is a quantum chemistry calculation of 7 unconnected molecules or ions with the total composition C32H52B2IN4O21 in a non-equilibrium geometry, from the Open Molecules 2025 dataset.

Last column: Löwdin charge in e.
CARTESIAN COORDINATES (ANGSTROEM)
C -6.0299 3.0345 -0.8569  -0.0984
C -5.4599 1.5279 -1.2367  -0.2742
C -5.3120 0.5399 0.1000  -0.6235
I -5.0674 -1.6082 -0.4640  0.8523
C -4.2290 1.0627 1.2120  -0.0068
C -4.7923 1.5573 2.6991  0.0918
B -6.3275 1.6468 3.2256  -0.3997
O -7.5440 1.9233 2.4246  0.0566
O -6.5574 1.4506 4.7002  0.0339
C -3.6138 2.0105 3.7345  0.1356
C -2.0598 1.9585 3.2813  -0.0625
C -0.8248 2.3632 4.3101  -0.2042
N -0.7749 3.8320 4.6683  -0.0041
N -1.7392 1.5394 1.9107  0.1433
N -2.7344 1.1666 1.0741  0.0065
B -2.1090 0.7824 -0.2985  -0.5122
N -1.8740 1.9950 -1.2306  0.1420
O -1.7245 -0.5931 -0.6720  0.0257
H -5.6574 3.7461 -1.7382  0.1046
H -7.2185 2.9510 -0.9136  0.1052
H -5.6388 3.3559 0.1981  0.0702
H -6.3288 1.0215 -1.8810  0.1082
H -4.5158 1.5288 -1.9242  0.0901
H -6.4325 0.5240 0.5163  0.1018
H -7.4633 2.8298 2.0050  0.1169
H -6.2514 2.3099 5.1367  0.1187
H -3.9167 2.3477 4.8209  0.1326
H 0.1756 1.9908 3.8190  0.1276
H -0.9542 1.7350 5.3124  0.1429
H -0.9773 4.4473 3.8501  0.0633
H -1.3637 4.0537 5.5003  0.0826
H -2.3234 1.8325 -2.1651  0.0854
H -2.2567 2.8761 -0.7752  0.0969
H -1.5899 -0.6094 -1.6763  0.1387
C 1.3872 0.0807 -0.9010  -0.0171
C 2.4935 1.0656 -1.2205  -0.3389
C 2.4279 1.6200 -2.6117  -0.1107
O 3.7809 1.9545 -2.8694  0.0645
C 4.5385 1.1114 -2.1034  -0.5029
O 5.7452 0.9826 -2.2056  0.1388
O 3.7587 0.4254 -1.2129  0.0888
H 1.5913 -0.4291 0.0464  0.1016
H 0.4197 0.5858 -0.8283  0.0497
H 1.3168 -0.6995 -1.6664  0.0406
H 2.5164 1.8629 -0.4676  0.1572
H 1.7903 2.5056 -2.6801  0.1402
H 2.1050 0.8880 -3.3609  0.1457
C 3.0422 -5.9860 -0.4763  -0.0089
C 2.2262 -4.7143 -0.3613  -0.3338
C 0.7446 -4.9412 -0.3840  -0.1028
O 0.2564 -3.7082 -0.8845  0.0606
C 1.2561 -3.1833 -1.6568  -0.4831
O 1.1262 -2.2240 -2.3958  0.0902
O 2.4194 -3.8850 -1.4951  0.1045
H 4.0978 -5.7487 -0.6450  0.0744
H 2.9574 -6.5912 0.4309  0.0755
H 2.7179 -6.5901 -1.3304  0.0970
H 2.5355 -4.1478 0.5254  0.1579
H 0.3367 -5.1443 0.6099  0.1454
H 0.4333 -5.7386 -1.0684  0.1441
C 4.8765 -2.6345 4.9040  -0.0181
C 3.9073 -3.4251 4.0485  -0.3577
C 2.9495 -4.2659 4.8377  -0.1163
O 2.6315 -5.3021 3.9243  0.0603
C 3.7118 -5.4289 3.0947  -0.4911
O 3.8731 -6.3428 2.3060  0.1280
O 4.5915 -4.3968 3.2751  0.0952
H 5.6637 -2.1948 4.2826  0.0932
H 4.3626 -1.8326 5.4419  0.0897
H 5.3784 -3.2785 5.6340  0.0934
H 3.3826 -2.7546 3.3570  0.1567
H 2.0501 -3.7159 5.1277  0.1411
H 3.3958 -4.7184 5.7306  0.1445
C 0.2664 9.8349 2.0742  -0.0162
C 0.5590 8.5933 2.8921  -0.3480
C 0.2368 7.3118 2.1843  -0.1098
O -0.0137 6.4249 3.2612  0.0272
C -0.4551 7.1967 4.3008  -0.5004
O -0.9423 6.7587 5.3275  0.1292
O -0.2842 8.5268 4.0302  0.0959
H 0.3385 10.7305 2.7001  0.0938
H 0.9671 9.9304 1.2398  0.0948
H -0.7527 9.8155 1.6735  0.0910
H 1.5975 8.6111 3.2445  0.1659
H 1.0674 6.9516 1.5712  0.1465
H -0.6665 7.3672 1.5661  0.1415
C 8.7415 -5.5452 -3.8364  -0.0199
C 7.8944 -6.2711 -2.8108  -0.3525
C 6.4364 -5.9293 -2.8782  -0.1092
O 6.0041 -6.1806 -1.5520  0.0265
C 7.0961 -5.9945 -0.7493  -0.4973
O 7.0581 -5.9416 0.4667  0.1453
O 8.2359 -5.8672 -1.4952  0.0903
H 9.8059 -5.6842 -3.6201  0.0905
H 8.5361 -5.9114 -4.8464  0.0913
H 8.5565 -4.4660 -3.8121  0.0917
H 8.0604 -7.3528 -2.8835  0.1624
H 5.8915 -6.5570 -3.5885  0.1446
H 6.2430 -4.8757 -3.1101  0.1453
C -6.1133 -0.7515 -6.8797  -0.0139
C -5.7100 0.0624 -5.6668  -0.3524
C -6.8437 0.8151 -5.0381  -0.1120
O -6.1785 1.8997 -4.4134  0.0292
C -5.0373 2.1187 -5.1353  -0.5088
O -4.3129 3.0889 -5.0041  0.1305
O -4.8226 1.1068 -6.0306  0.0927
H -5.2259 -1.1213 -7.4040  0.0935
H -6.7342 -1.6048 -6.5920  0.0946
H -6.6698 -0.1421 -7.5998  0.0947
H -5.1954 -0.5768 -4.9390  0.1586
H -7.3858 0.2169 -4.3007  0.1408
H -7.5573 1.2206 -5.7644  0.1470

Atomic forces in eV per Å
C 0.1 -0.9 -1.0
C -1.0 -0.7 -0.4
C -0.7 1.4 -0.4
I 0.1 1.3 0.3
C 0.8 1.6 4.2
C 5.8 0.2 -0.8
B -2.8 0.2 1.7
O 3.5 0.8 1.2
O 1.5 2.2 -3.0
C -0.1 -1.4 -3.5
C -2.6 -0.8 -1.7
C -0.2 -0.6 0.1
N -0.9 -1.7 -0.6
N -2.6 1.2 4.6
N -3.5 -1.2 -0.2
B 1.5 -0.5 -3.2
N -2.2 -1.7 2.1
O -1.6 4.1 -0.4
H -0.9 -1.4 2.2
H 2.7 0.5 0.4
H -0.8 -0.3 -2.1
H 2.1 0.9 1.4
H -1.7 0.1 1.6
H 2.9 0.3 -0.2
H -0.2 -1.6 0.3
H -0.7 -1.8 -0.5
H 0.8 -0.8 -2.4
H -2.1 0.9 0.7
H 0.1 1.3 -2.3
H 0.3 -0.6 1.3
H 0.7 -0.1 -1.3
H 1.0 0.5 1.0
H 0.6 -1.4 -1.2
H 0.1 -0.1 2.0
C 0.2 0.1 0.1
C -1.3 -0.4 0.6
C -0.6 0.5 -0.3
O 0.7 -0.4 0.4
C 2.5 -0.4 -0.2
O -2.7 0.3 0.2
O 0.9 0.5 -0.6
H -0.1 0.2 0.0
H 0.4 0.1 0.0
H 0.1 0.8 0.4
H 0.1 0.1 -0.1
H 0.2 0.0 -0.1
H -0.1 -0.1 0.2
C 0.2 0.0 -0.3
C 0.8 -1.6 0.6
C -0.3 -0.6 0.7
O 0.5 1.1 -0.9
C 0.2 0.6 -1.0
O -0.1 -2.5 0.7
O -1.3 1.4 -0.6
H -0.4 -0.1 0.3
H 0.0 0.2 -0.3
H -0.1 0.2 0.0
H -0.1 0.0 0.0
H 0.0 0.2 -0.2
H 0.2 0.0 0.1
C 0.4 0.0 -0.1
C 0.6 1.0 0.7
C -0.6 0.3 0.6
O 0.5 -0.3 -0.7
C 0.7 -1.8 -1.5
O -0.4 2.0 2.0
O -0.7 -1.0 -0.4
H -0.2 0.0 0.1
H 0.0 -0.1 -0.1
H -0.2 0.0 -0.1
H -0.1 -0.1 0.1
H 0.0 -0.2 -0.1
H 0.1 0.2 -0.1
C -0.2 0.3 0.2
C 0.4 1.1 -0.9
C 0.5 -0.2 -0.9
O -0.4 0.1 0.9
C -0.9 -0.3 2.1
O 0.9 0.8 -2.2
O -0.3 -1.4 0.6
H 0.1 -0.2 -0.1
H 0.0 -0.1 0.2
H 0.1 -0.1 0.0
H -0.1 -0.1 -0.1
H -0.1 -0.1 0.2
H 0.1 0.2 0.1
C 0.3 0.2 0.1
C 0.7 0.2 -1.2
C -0.6 -0.1 -0.7
O 0.7 0.0 0.7
C 0.2 0.2 2.7
O 0.0 -0.1 -2.8
O -0.9 -0.1 0.9
H -0.2 -0.1 -0.1
H 0.0 0.0 0.2
H -0.1 -0.2 0.0
H -0.1 0.1 0.0
H 0.0 0.1 0.2
H 0.2 -0.1 -0.1
C 0.2 0.0 -0.3
C -0.5 -1.2 -0.8
C -0.8 -0.4 0.3
O 0.9 0.5 -0.2
C 1.4 1.7 -0.2
O -1.5 -2.0 0.0
O 0.1 1.2 0.9
H -0.1 0.0 0.2
H 0.1 0.1 0.0
H 0.0 0.0 0.2
H -0.1 0.1 0.1
H 0.1 0.2 0.0
H 0.1 -0.2 0.0

Output
- net charge = +1
- 2S+1 = 1
- highest occupied orbital energy (eV) = -11.828
- gap between HOMO and LUMO (Eh) = 0.2494
- electronic energy (eV) = -92430.1602
- maximum force (eV Å⁻¹) = 5.85

***

The following is a quantum chemistry calculation of C5H5NO3 in the gas phase in a non-equilibrium geometry, from the Open Molecules 2025 dataset.

Last column: natural (NBO) charge in e.
CARTESIAN COORDINATES (ANGSTROEM)
C -2.6418 -1.1822 0.3781  -0.2091
O -2.1701 -0.3617 -0.7263  -0.5073
C -1.4935 0.7003 -0.3050  0.7237
O -2.1058 1.8426 -0.2243  -0.5164
C -0.0550 0.4877 -0.2966  -0.1030
C 1.0341 0.1123 -0.3249  -0.0244
C 2.5249 -0.1394 -0.1837  0.6392
N 3.2822 0.9733 0.2012  -0.7593
O 3.0202 -1.1282 -0.4654  -0.5214
H -3.0780 -1.9263 -0.0386  0.1911
H -1.9955 -1.6415 0.7689  0.1604
H -3.2977 -0.4588 0.8697  0.1985
H 4.1197 0.9834 0.0293  0.3639
H 2.8563 1.7384 0.3176  0.3641

Atomic forces in eV per Å
C -6.8 10.6 -4.2
O 0.4 -0.9 0.2
C -2.8 5.8 -1.4
O 3.5 -5.2 0.3
C -6.1 1.8 0.5
C 6.9 -1.3 0.7
C -1.9 5.8 0.7
N -8.7 -7.4 1.0
O 2.3 -5.8 -1.4
H -4.1 -4.4 -3.1
H 10.0 -5.2 6.8
H 0.1 -1.0 0.9
H 11.3 -0.2 -2.2
H -4.0 7.3 1.2

Output
- 2S+1 = 1
- relative energy (zero: lowest compared OMol25 entry of this formula, charge and spin) (kcal/mol) = 122.0
- highest occupied orbital energy (eV) = -10.757
- gap between HOMO and LUMO (Eh) = 0.3750
- electronic energy (eV) = -12892.5989
- structure (SMILES) = COC(=O)C#CC(N)=O
- maximum force (eV Å⁻¹) = 13.27

***

Question: Which of these has the lowest electronic energy?
Answer: C32H52B2IN4O21